Molecular formula: C14H29BaFNO9S3
Method: DFT, wB97M-V/def2-TZVPD

The highest occupied orbital energy comes out at -10.90 eV. The lowest unoccupied orbital energy is -5.0 eV. The net charge is +1. As for the orbital gap: 0.2184 hartree.

Positions of all 58 atoms, in Å:
Ba1 0.707 2.876 -4.270
F1 0.853 1.810 -1.829
O1 -2.880 0.561 -1.718
S1 -2.627 1.955 -1.869
O2 -1.785 2.437 -2.951
O3 -4.075 2.634 -1.982
C1 -4.223 3.863 -2.694
C2 -5.548 4.505 -2.277
C3 -1.990 2.671 -0.379
H1 -4.320 3.689 -3.771
H2 -3.366 4.525 -2.550
H3 -6.346 3.804 -2.512
H4 -5.657 5.449 -2.802
H5 -5.526 4.659 -1.197
H6 -2.416 2.150 0.475
H7 -2.239 3.729 -0.348
H8 -0.908 2.523 -0.392
O4 1.139 -2.972 -0.294
S2 0.261 -3.017 -1.443
O5 0.798 -3.143 -2.776
O6 -0.737 -4.266 -1.243
C4 -1.145 -4.618 0.098
C5 -1.280 -6.129 0.122
C6 -0.857 -1.615 -1.377
H9 -2.125 -4.148 0.234
H10 -0.528 -4.258 0.919
H11 -2.005 -6.463 -0.622
H12 -1.679 -6.445 1.088
H13 -0.350 -6.653 -0.088
H14 -1.428 -1.613 -2.300
H15 -0.160 -0.773 -1.398
H16 -1.453 -1.700 -0.477
O7 2.753 1.968 1.863
S3 2.033 0.916 2.513
O8 2.717 -0.147 3.199
O9 1.015 1.579 3.590
C7 0.126 0.717 4.275
C8 -0.450 1.445 5.494
C9 0.866 0.204 1.310
H17 0.568 -0.247 4.528
H18 -0.741 0.473 3.642
H19 0.397 1.800 6.082
H20 -1.039 0.721 6.056
H21 -1.079 2.303 5.268
H22 0.191 -0.465 1.838
H23 1.387 -0.427 0.590
H24 0.373 0.991 0.747
N1 4.485 0.801 -0.778
C10 3.776 -0.157 -1.347
C11 4.151 -1.504 -1.324
C12 5.344 -1.856 -0.745
C13 6.115 -0.841 -0.160
C14 5.658 0.458 -0.202
H25 2.864 0.172 -1.836
H26 3.481 -2.249 -1.728
H27 5.639 -2.894 -0.677
H28 7.105 -1.099 0.193
H29 6.159 1.311 0.234



Molecular formula: C14H29BeNSi2
Method: DFT, wB97M-V/def2-TZVPD

The highest occupied orbital energy (spin up / spin down) comes out at -0.01 / 2.66 eV. The lowest unoccupied orbital energy (spin up / spin down) is 5.1 / 4.5 eV. The net charge is -2. As for the orbital gap (spin up / spin down): 0.1884 / 0.0681 hartree. As for the relative energy (zero: lowest compared OMol25 entry of this formula, charge and spin): 502.8 kJ/mol.

Positions of all 47 atoms, in Å:
C1 -0.355 0.791 -3.276
C2 1.038 1.056 -3.228
C3 1.227 2.148 -2.322
C4 -0.045 2.582 -1.841
C5 -1.013 1.725 -2.444
Be1 -0.474 -1.623 -1.121
N1 -3.040 0.345 -0.909
C6 0.529 -2.945 -1.849
C7 1.809 -2.304 -1.425
H1 2.206 2.619 -2.066
H2 1.821 0.537 -3.791
H3 -0.253 3.413 -1.131
H4 -2.103 1.805 -2.282
H5 -0.868 0.000 -3.879
H6 2.290 -1.703 -2.302
H7 0.149 -4.027 -1.473
H8 -3.620 -0.115 -1.761
H9 2.346 -2.992 -0.664
H10 -0.018 -2.690 -2.820
C8 -1.475 1.760 1.573
Si1 -1.581 -0.130 1.416
C9 -1.911 -0.914 3.066
C10 -3.251 -0.512 0.413
C11 -0.148 -1.010 0.365
Si2 1.465 -0.237 1.040
C12 1.854 -0.878 2.770
C13 3.034 -0.520 0.014
C14 1.598 1.654 1.208
H11 -2.502 2.123 1.770
H12 -1.054 2.279 0.689
H13 -0.843 1.956 2.459
H14 -2.882 -0.495 3.381
H15 -1.955 -2.008 2.931
H16 -1.080 -0.607 3.729
H17 -3.990 0.705 -1.056
H18 -3.833 -1.513 0.732
H19 -3.960 0.351 0.812
H20 -0.142 -2.047 0.741
H21 1.803 -1.976 2.822
H22 2.892 -0.550 2.959
H23 1.191 -0.436 3.530
H24 2.897 -0.184 -1.025
H25 3.831 0.087 0.478
H26 3.402 -1.561 0.029
H27 1.184 2.192 0.338
H28 1.137 2.013 2.143
H29 2.690 1.833 1.258



Molecular formula: C14H29Cl22INS
Method: DFT, wB97M-V/def2-TZVPD

The highest occupied orbital energy comes out at -2.97 eV. The lowest unoccupied orbital energy is 1.5 eV. The net charge is -1. As for the orbital gap: 0.1660 hartree. As for the relative energy (zero: lowest compared OMol25 entry of this formula, charge and spin): 0.0 kJ/mol.

Positions of all 68 atoms, in Å:
S1 2.111 -0.659 2.256
C1 3.222 -2.057 1.903
C2 4.061 -2.512 3.084
C3 5.311 -1.650 3.284
N1 6.109 -1.855 2.107
I1 7.639 -0.463 2.077
H1 2.991 -0.025 3.043
H2 3.899 -1.782 1.097
H3 2.548 -2.843 1.565
H4 3.455 -2.499 3.996
H5 4.380 -3.540 2.903
H6 4.987 -0.602 3.459
H7 5.784 -1.962 4.238
C4 -0.764 -1.447 -1.257
Cl1 -0.373 0.272 -1.162
Cl2 0.204 -2.411 -0.134
H8 -1.800 -1.591 -0.983
H9 -0.561 -1.785 -2.266
C5 10.475 -2.309 3.777
Cl3 9.631 -1.973 5.283
Cl4 12.118 -1.616 3.754
H10 10.580 -3.382 3.674
H11 9.891 -1.864 2.975
C6 -0.993 -2.003 3.642
Cl5 -1.473 -3.660 3.233
Cl6 -2.307 -0.843 3.359
H12 -0.746 -1.968 4.696
H13 -0.150 -1.715 3.026
C7 -1.328 2.772 -3.855
Cl7 -1.454 1.160 -4.557
Cl8 -2.878 3.627 -3.864
H14 -1.014 2.659 -2.824
H15 -0.617 3.352 -4.428
C8 12.776 -3.601 6.432
Cl9 13.499 -3.963 8.010
Cl10 11.864 -4.966 5.779
H16 12.091 -2.770 6.547
H17 13.574 -3.364 5.740
C9 -0.695 6.853 -1.602
Cl11 -1.929 7.293 -2.790
Cl12 -0.213 5.154 -1.708
H18 0.185 7.460 -1.781
H19 -1.097 7.024 -0.611
C10 -5.905 1.641 -4.536
Cl13 -7.150 2.037 -5.739
Cl14 -5.394 -0.048 -4.622
H20 -5.049 2.277 -4.720
H21 -6.322 1.816 -3.552
C11 -4.175 -3.089 0.953
Cl15 -5.693 -3.124 1.854
Cl16 -4.252 -1.992 -0.441
H22 -3.392 -2.740 1.613
H23 -3.973 -4.086 0.581
C12 3.024 8.252 0.337
Cl17 2.586 6.693 -0.357
Cl18 1.658 9.384 0.344
H24 3.338 8.095 1.361
H25 3.814 8.687 -0.262
C13 -8.860 -1.352 -5.329
Cl19 -10.453 -1.502 -6.101
Cl20 -8.900 -1.760 -3.616
H26 -8.185 -2.035 -5.830
H27 -8.534 -0.325 -5.434
C14 -14.139 -0.915 -5.631
Cl21 -15.120 -2.386 -5.691
Cl22 -14.421 0.028 -4.162
H28 -13.096 -1.201 -5.652
H29 -14.405 -0.300 -6.482



Molecular formula: C14H29EuP2
Method: DFT, wB97M-V/def2-TZVPD

The highest occupied orbital energy (spin up / spin down) comes out at -0.10 / -2.47 eV. As for the spin multiplicity: 8. The lowest unoccupied orbital energy (spin up / spin down) is 2.6 / 2.5 eV. The net charge is -1. As for the orbital gap (spin up / spin down): 0.1007 / 0.1836 hartree.

Positions of all 46 atoms, in Å:
C1 4.237 -1.916 -0.770
C2 4.427 -0.672 -1.456
C3 3.689 -0.707 -2.674
C4 3.071 -1.988 -2.784
C5 3.404 -2.755 -1.615
Eu1 1.221 -1.769 0.378
P1 2.150 -0.419 2.814
H1 4.735 -2.246 0.160
H2 5.003 0.173 -1.068
H3 3.537 0.131 -3.354
H4 3.181 -3.826 -1.428
H5 2.472 -2.358 -3.615
H6 1.703 0.729 3.525
H7 3.510 -0.173 3.154
H8 1.969 -1.292 3.949
C6 -1.202 -1.206 -2.044
C7 -1.287 0.256 -1.576
C8 -2.682 0.843 -1.798
P2 -0.575 0.550 0.106
C9 -0.704 2.403 0.337
C10 -2.023 2.939 0.920
C11 0.499 2.930 1.136
C12 -1.573 -0.428 1.445
C13 -3.080 -0.157 1.474
C14 -1.395 -1.969 1.435
H9 -1.896 -1.857 -1.493
H10 -0.180 -1.629 -2.031
H11 -1.519 -1.224 -3.095
H12 -0.591 0.848 -2.199
H13 -3.441 0.417 -1.131
H14 -2.703 1.936 -1.709
H15 -2.979 0.598 -2.828
H16 -0.628 2.769 -0.702
H17 -2.136 2.701 1.987
H18 -2.008 4.038 0.827
H19 -2.911 2.589 0.371
H20 1.444 2.526 0.746
H21 0.541 4.024 1.048
H22 0.417 2.687 2.200
H23 -1.100 0.000 2.350
H24 -3.589 -0.526 0.570
H25 -3.456 -0.745 2.325
H26 -3.338 0.893 1.657
H27 -0.441 -2.354 1.876
H28 -2.150 -2.353 2.133
H29 -1.624 -2.408 0.449



Molecular formula: C14H29MnP2
Method: DFT, wB97M-V/def2-TZVPD

The highest occupied orbital energy (spin up / spin down) comes out at -5.03 / -5.05 eV. As for the spin multiplicity: 5. The lowest unoccupied orbital energy (spin up / spin down) is -0.2 / -0.3 eV. The net charge is 0. As for the orbital gap (spin up / spin down): 0.1774 / 0.1729 hartree. As for the relative energy (zero: lowest compared OMol25 entry of this formula, charge and spin): 293.2 kJ/mol.

Positions of all 46 atoms, in Å:
C1 -1.392 0.654 -3.856
C2 -2.175 1.740 -3.465
C3 -1.355 2.895 -3.276
C4 0.007 2.573 -3.566
C5 0.116 1.232 -3.931
Mn1 0.523 -1.763 -1.129
P1 -0.469 -3.869 -1.351
H1 -1.673 -0.367 -4.077
H2 -3.255 1.711 -3.328
H3 -1.717 3.876 -2.973
H4 0.984 0.654 -4.220
H5 0.839 3.274 -3.515
H6 0.236 -4.796 -2.187
H7 -1.769 -3.907 -1.959
H8 -0.678 -4.671 -0.176
C6 -1.754 1.578 0.393
C7 -0.234 1.419 0.460
C8 0.415 2.338 1.497
P2 0.295 -0.344 0.625
C9 2.149 -0.319 0.618
C10 2.752 -0.417 2.024
C11 2.749 -1.384 -0.327
C12 -0.425 -1.160 2.130
C13 -0.373 -0.334 3.413
C14 -1.852 -1.648 1.841
H9 -2.251 1.261 1.321
H10 -2.177 1.014 -0.449
H11 -2.001 2.637 0.232
H12 0.168 1.678 -0.538
H13 0.149 2.062 2.525
H14 1.509 2.349 1.413
H15 0.064 3.366 1.333
H16 2.399 0.679 0.217
H17 2.453 -1.343 2.533
H18 3.847 -0.425 1.943
H19 2.488 0.436 2.662
H20 2.253 -1.592 -1.314
H21 3.719 -0.973 -0.644
H22 2.982 -2.313 0.206
H23 0.225 -2.044 2.267
H24 -1.034 0.543 3.374
H25 -0.726 -0.963 4.244
H26 0.641 -0.007 3.676
H27 -1.886 -2.346 0.994
H28 -2.241 -2.171 2.724
H29 -2.527 -0.811 1.618



Molecular formula: C14H29N2O7PS2Sn
Method: DFT, wB97M-V/def2-TZVPD

The highest occupied orbital energy (spin up / spin down) comes out at -3.77 / -4.47 eV. As for the spin multiplicity: 2. The lowest unoccupied orbital energy (spin up / spin down) is 2.7 / 2.1 eV. The net charge is -1. As for the orbital gap (spin up / spin down): 0.2376 / 0.2421 hartree. As for the relative energy (zero: lowest compared OMol25 entry of this formula, charge and spin): 0.0 kJ/mol.

Positions of all 56 atoms, in Å:
Sn1 1.341 1.181 -0.963
C1 3.250 -0.306 1.970
N1 3.481 -1.261 0.906
C2 4.699 -1.069 0.147
C3 2.736 -2.380 0.679
O1 3.065 -3.229 -0.130
C4 1.502 -2.558 1.560
O2 0.653 -3.574 1.067
C5 -0.558 -3.111 0.504
C6 -0.357 -2.422 -0.840
O3 0.559 -1.624 -0.956
N2 -1.239 -2.647 -1.849
C7 -1.071 -1.891 -3.083
C8 -2.147 -3.773 -1.914
H1 3.453 0.701 1.601
H2 2.224 -0.325 2.325
H3 3.918 -0.492 2.821
H4 4.768 -0.026 -0.168
H5 5.585 -1.313 0.744
H6 4.674 -1.715 -0.725
H7 1.845 -2.869 2.555
H8 0.952 -1.625 1.671
H9 -1.202 -3.985 0.439
H10 -1.034 -2.369 1.157
H11 -0.526 -0.971 -2.888
H12 -0.524 -2.473 -3.832
H13 -2.056 -1.641 -3.480
H14 -2.623 -3.977 -0.958
H15 -2.938 -3.532 -2.624
H16 -1.649 -4.685 -2.261
C9 -2.839 4.290 -0.397
C10 -1.624 3.403 -0.539
O4 -1.499 2.624 0.663
P1 -0.799 1.161 0.562
S1 -0.710 0.455 2.393
S2 0.680 1.793 -3.076
O5 -1.877 0.343 -0.351
C11 -3.250 0.317 0.059
C12 -3.689 -1.102 0.343
H17 -2.941 4.928 -1.277
H18 -2.749 4.926 0.486
H19 -3.746 3.692 -0.296
H20 -0.713 3.993 -0.658
H21 -1.704 2.751 -1.412
H22 -3.830 0.749 -0.761
H23 -3.389 0.944 0.942
H24 -3.501 -1.735 -0.525
H25 -4.758 -1.127 0.567
H26 -3.144 -1.498 1.200
C13 1.930 4.677 1.659
O6 1.400 3.662 0.803
C14 2.315 2.874 0.178
O7 3.500 3.051 0.334
H27 1.069 5.169 2.104
H28 2.529 5.389 1.090
H29 2.556 4.235 2.434



Molecular formula: C14H29NSi2Zn
Method: DFT, wB97M-V/def2-TZVPD

The highest occupied orbital energy (spin up / spin down) comes out at 2.39 / 2.39 eV. The lowest unoccupied orbital energy (spin up / spin down) is 4.9 / 4.9 eV. The net charge is -2. As for the orbital gap (spin up / spin down): 0.0917 / 0.0918 hartree. As for the relative energy (zero: lowest compared OMol25 entry of this formula, charge and spin): 0.0 kJ/mol.

Positions of all 47 atoms, in Å:
C1 -0.973 0.793 -3.998
C2 0.334 0.728 -4.517
C3 1.136 1.654 -3.787
C4 0.337 2.229 -2.768
C5 -0.980 1.679 -2.877
Zn1 -0.177 0.287 -0.867
N1 -1.379 -1.319 -1.399
C6 -0.822 -2.685 -1.893
C7 0.537 -2.279 -2.308
H1 2.192 1.834 -3.931
H2 0.650 0.157 -5.385
H3 0.658 2.970 -2.051
H4 -1.862 1.971 -2.332
H5 -1.851 0.254 -4.366
H6 0.593 -1.639 -3.189
H7 -1.417 -2.996 -2.743
H8 -2.188 -1.128 -1.969
H9 1.505 -2.451 -1.748
H10 -0.761 -3.487 -1.106
C8 -0.370 -2.010 2.556
Si1 1.142 -1.146 1.864
C9 2.276 -0.644 3.284
C10 2.039 -2.482 0.882
C11 0.760 0.416 0.860
Si2 -0.654 1.497 1.488
C12 -0.450 1.804 3.335
C13 -0.600 3.129 0.529
C14 -2.357 0.727 1.130
H11 -0.068 -2.939 3.086
H12 -1.064 -2.307 1.764
H13 -0.926 -1.409 3.288
H14 2.517 -1.478 3.959
H15 3.225 -0.237 2.915
H16 1.837 0.145 3.912
H17 1.353 -3.082 0.252
H18 2.841 -2.043 0.263
H19 2.512 -3.217 1.551
H20 1.712 0.995 0.973
H21 0.581 2.123 3.555
H22 -1.176 2.590 3.607
H23 -0.680 0.918 3.938
H24 -1.105 3.044 -0.443
H25 -1.164 3.857 1.132
H26 0.449 3.429 0.379
H27 -2.515 0.442 0.086
H28 -2.538 -0.203 1.713
H29 -3.110 1.507 1.377



Molecular formula: C14H29O5S2
Method: DFT, wB97M-V/def2-TZVPD

The highest occupied orbital energy comes out at -0.92 eV. The lowest unoccupied orbital energy is 2.3 eV. The net charge is -1. As for the orbital gap: 0.1202 hartree.

Positions of all 50 atoms, in Å:
C1 -1.981 -0.441 0.255
C2 -2.953 0.358 1.112
O1 -2.535 0.147 2.501
C3 -2.062 1.302 3.131
C4 -0.797 1.915 2.539
C5 0.481 1.259 3.065
C6 1.759 2.090 2.819
H1 -2.444 -0.795 -0.671
H2 -1.703 -1.338 0.842
H3 -1.067 0.109 0.049
H4 -3.942 -0.097 0.991
H5 -2.841 2.066 3.216
H6 -1.818 1.002 4.160
H7 -0.761 2.961 2.855
H8 -0.820 1.919 1.458
H9 0.343 1.169 4.140
H10 0.602 0.265 2.645
H11 2.268 2.282 3.760
H12 2.453 1.538 2.188
H13 1.561 3.024 2.304
C7 3.755 3.356 -1.633
C8 2.875 3.674 -2.849
C9 1.526 2.978 -2.630
S1 1.295 2.865 -0.849
O2 1.316 1.477 -0.474
O3 0.238 3.750 -0.447
C10 2.875 3.593 -0.410
H14 4.650 3.978 -1.607
H15 4.071 2.311 -1.665
H16 2.727 4.753 -2.918
H17 3.337 3.347 -3.780
H18 0.694 3.537 -3.050
H19 1.524 1.963 -3.022
H20 3.243 3.121 0.496
H21 2.708 4.656 -0.239
C11 -2.145 -3.877 -0.537
C12 -2.168 -5.411 -0.493
C13 -1.509 -5.919 -1.782
S2 -0.342 -4.642 -2.273
O4 -0.776 -4.094 -3.536
O5 1.005 -5.141 -2.116
C14 -0.733 -3.493 -0.962
H22 -2.397 -3.435 0.424
H23 -2.867 -3.514 -1.270
H24 -1.598 -5.759 0.372
H25 -3.182 -5.798 -0.394
H26 -0.966 -6.850 -1.639
H27 -2.229 -6.031 -2.590
H28 -0.654 -2.472 -1.330
H29 -0.018 -3.656 -0.157



Molecular formula: C14H29O7PS
Method: DFT, wB97M-V/def2-TZVPD

The highest occupied orbital energy comes out at -8.67 eV. The lowest unoccupied orbital energy is -0.2 eV. The net charge is 0. As for the orbital gap: 0.3121 hartree.

Positions of all 52 atoms, in Å:
C1 -0.616 0.816 0.984
C2 0.398 -0.100 0.857
C3 0.741 -1.042 1.991
C4 1.020 -2.480 1.513
C5 -0.189 -3.401 1.679
O1 -1.357 -2.923 1.068
C6 -2.284 -2.257 1.921
C7 -3.668 -2.418 1.301
C8 -3.924 -1.290 0.274
O2 1.954 -2.978 2.580
S1 3.452 -2.614 2.161
O3 3.964 -1.551 2.952
O4 4.239 -3.786 2.044
O5 3.100 -1.961 0.714
C9 1.919 -2.691 0.306
P1 1.356 -2.557 -1.487
C10 2.193 -1.004 -2.058
O6 -0.237 -2.204 -1.497
H1 -0.509 1.563 1.769
H2 -1.474 0.849 0.321
H3 0.981 -0.077 -0.060
H4 1.612 -0.669 2.537
H5 -0.080 -1.028 2.696
H6 0.069 -4.359 1.220
H7 -0.326 -3.583 2.745
H8 -2.061 -1.186 1.907
H9 -2.239 -2.613 2.952
H10 -4.442 -2.339 2.061
H11 -3.730 -3.374 0.787
H12 -2.983 -0.932 -0.141
H13 -4.545 -1.631 -0.550
H14 -4.432 -0.467 0.773
H15 2.211 -3.744 0.382
H16 2.860 -1.247 -2.877
H17 2.708 -0.513 -1.234
H18 1.413 -0.325 -2.398
H19 -0.504 -1.561 -0.822
C11 -0.473 5.930 -2.333
C12 0.022 5.200 -1.095
O7 -0.460 3.874 -0.974
C13 -0.124 2.989 -2.026
C14 1.372 2.803 -2.220
H20 -1.564 5.954 -2.350
H21 -0.100 6.954 -2.338
H22 -0.138 5.450 -3.253
H23 -0.331 5.720 -0.205
H24 1.117 5.215 -1.052
H25 -0.599 3.305 -2.961
H26 -0.573 2.032 -1.756
H27 1.869 3.733 -2.498
H28 1.561 2.076 -3.011
H29 1.833 2.445 -1.298



Respective electronic energy values: -70815.920, -32627.375, -310908.161, -52887.673, -64880.326, -69095.203, -80648.314, -46893.295, -49440.263 eV.